Entry 1:
This record from the Open Molecules 2025 dataset describes C5H7BF6N6O4PdS2 as an isolated structure at a distorted geometry. The level of theory is ωB97M-V/def2-TZVPD.

Geometry (Å):
Pd (-0.29, -0.07, 0.63)
F (-0.66, 4.79, -1.33)
C (0.06, 4.35, -0.32)
F (1.32, 4.22, -0.69)
F (-0.03, 5.20, 0.70)
S (-0.56, 2.67, 0.14)
O (-0.51, 1.98, -1.12)
O (0.26, 2.02, 1.17)
N (-2.01, 3.00, 0.63)
S (-2.92, 1.77, 1.00)
O (-2.33, 0.50, 0.52)
O (-4.29, 1.99, 0.71)
C (-2.80, 1.64, 2.84)
F (-3.81, 0.91, 3.29)
F (-1.65, 1.05, 3.19)
F (-2.85, 2.85, 3.39)
B (3.64, -1.30, 2.63)
C (2.36, -0.97, 1.79)
N (1.42, -0.78, 1.15)
H (4.42, -0.40, 2.43)
H (3.26, -1.39, 3.78)
H (4.04, -2.37, 2.22)
N (0.76, -2.23, -3.43)
C (0.41, -3.45, -2.99)
N (0.64, -4.51, -3.78)
N (-0.16, -3.68, -1.82)
C (-0.38, -2.65, -1.06)
N (-0.60, -1.76, -0.37)
H (1.14, -2.10, -4.35)
H (0.57, -1.41, -2.89)
H (1.16, -4.45, -4.63)
H (0.43, -5.42, -3.39)

Calculated values
LUMO in eV: -1.79
HOMO-LUMO gap in eV: 7.7

---

Entry 2:
This record from the Open Molecules 2025 dataset describes a single C5H7BN2O2 molecule. The level of theory is ωB97M-V/def2-TZVPD.

Geometry (Å):
C (-1.91, 1.27, -0.50)
B (-0.40, 0.88, -0.53)
O (0.53, 1.75, -1.03)
C (0.09, -0.57, 0.02)
O (-0.77, -1.12, 1.01)
C (0.03, -1.48, -1.12)
N (-0.12, -2.17, -2.03)
C (1.60, -0.51, 0.52)
C (1.75, -1.03, 1.87)
N (1.81, -1.43, 2.95)
H (-2.35, 1.06, -1.48)
H (-2.48, 0.72, 0.24)
H (-2.01, 2.34, -0.30)
H (1.20, 1.29, -1.56)
H (-1.14, -0.41, 1.55)
H (1.96, 0.52, 0.54)
H (2.22, -1.11, -0.15)

Calculated values
LUMO in eV: -0.07
HOMO-LUMO gap in eV: 10.9
SMILES string: CB(O)[C@@](O)(C#N)CC#N

---

Entry 3:
This record from the Open Molecules 2025 dataset describes a single C5H7Br molecule at a distorted geometry. The level of theory is ωB97M-V/def2-TZVPD.

Geometry (Å):
C (-0.19, -0.62, -0.05)
C (-1.36, 0.04, -0.13)
C (0.03, 0.73, -0.63)
C (0.33, -1.98, 0.06)
C (0.57, 1.80, 0.28)
Br (-3.22, 0.24, -0.05)
H (0.14, 0.73, -1.76)
H (0.68, -2.44, -0.76)
H (-0.41, -2.74, 0.47)
H (1.12, -1.91, 0.69)
H (0.38, 1.55, 1.45)
H (0.26, 2.76, 0.20)
H (1.65, 1.83, 0.23)

Calculated values
LUMO (spin up / spin down) in eV: 0.80 / -1.61
2S+1: 3
HOMO-LUMO gap (spin up / spin down) in eV: 5.9 / 7.8

---

Entry 4:
This record from the Open Molecules 2025 dataset describes a 2-piece molecular cluster, C5H7BrF2O4 overall at a distorted geometry. The level of theory is ωB97M-V/def2-TZVPD.

Geometry (Å):
C (-0.15, -0.43, 1.05)
C (0.32, -1.09, -0.26)
C (-1.49, -2.62, -0.18)
C (-1.14, -0.86, 1.80)
C (0.34, -0.12, -1.51)
O (-0.18, -2.41, -0.40)
O (0.71, 0.59, 1.37)
O (1.71, -0.09, -1.93)
O (-1.88, -1.86, 1.09)
F (-1.70, -0.53, 2.98)
F (1.86, 3.05, 1.28)
Br (-2.72, -1.66, -1.50)
H (1.79, 2.30, 0.67)
H (1.39, -1.42, 0.08)
H (-1.62, -3.67, -0.11)
H (0.10, 0.81, -1.11)
H (-0.25, -0.52, -2.34)
H (0.49, 1.06, 2.25)
H (1.69, 0.33, -2.79)

Calculated values
LUMO in eV: 0.40
HOMO-LUMO gap in eV: 9.2
SMILES string: OC[C@@H]1O[C@H](Br)OC(F)=C1O.F

---

ΔE to the lowest compared entry with this formula, charge and spin values (in kcal per mole) by entry order: 19.7, 44.7, 49.2, 38.6.